An isolated ion of composition C3H4N3O2 and charge -1. Source: the Open Molecules 2025 dataset; level of theory: ωB97M-V with the def2-TZVPD basis set.

ORCA input file:
```
! wB97M-V def2-TZVPD RIJCOSX def2/J DEFGRID3
* xyz -1 1
C 0.146 1.173 0.222
C -0.626 0.030 -0.069
C 0.293 -1.120 -0.023
N 1.556 0.789 0.053
N 1.640 -0.610 -0.027
N -1.960 -0.154 -0.203
O -2.901 0.786 0.063
O 0.194 -2.338 0.018
H -0.248 2.080 -0.133
H 1.955 1.303 -0.743
H 2.298 -0.847 0.690
H -2.349 -1.091 0.153
*
```

Its HOMO energy (alpha / beta) is -1.85 / -1.85 eV. As for the structure (SMILES): O=c1[nH][nH]cc1N[O-]. The energy above the lowest of the compared OMol25 structures with the same formula, charge and spin comes out at 3.904 eV. The calculation puts the total energy at -431.37078 Eh. As for the HOMO-LUMO gap (alpha / beta): 5.966 / 5.966 eV.



A 2-piece molecular cluster, C2H4OS overall. Source: the Open Molecules 2025 dataset; level of theory: ωB97M-V with the def2-TZVPD basis set.

ORCA input file:
```
! wB97M-V def2-TZVPD RIJCOSX def2/J DEFGRID3
* xyz 0 1
C -2.790 1.855 -1.905
C -0.655 0.422 0.186
O -0.201 -0.476 -0.749
S -2.759 0.836 -3.072
H -0.618 -1.403 -0.477
H -1.578 0.975 -0.164
H 0.164 1.325 0.207
H -0.638 -0.052 1.145
*
```

Its HOMO energy is -10.13 eV. The energy above the lowest of the compared OMol25 structures with the same formula, charge and spin comes out at 3.288 eV. The calculation puts the total energy at -551.90787 Eh. As for the HOMO-LUMO gap: 10.005 eV.



C36H45AlBr3Cl4MgN2O10S as an isolated structure. Source: the Open Molecules 2025 dataset; level of theory: ωB97M-V with the def2-TZVPD basis set.

ORCA input file:
```
! wB97M-V def2-TZVPD RIJCOSX def2/J DEFGRID3
* xyz 1 1
C -3.868 -3.718 5.558
C -4.279 -2.800 4.540
C -3.660 -1.353 4.258
C -2.144 -1.404 3.680
C -1.110 -2.180 4.543
C 0.360 -2.270 4.032
C 0.696 -1.546 2.707
C -0.312 -0.756 1.828
C -1.780 -0.695 2.323
C 0.209 -0.078 0.455
O -0.191 1.064 0.116
C 1.272 -0.951 -0.356
C 2.289 -1.762 0.526
C 3.375 -2.699 -0.038
C 3.443 -2.821 -1.611
C 4.581 -3.823 -2.167
O 5.790 -3.509 -1.443
C 6.204 -4.579 -0.555
C 6.760 -3.991 0.863
C 2.464 -2.007 -2.490
C 2.528 -2.144 -4.079
N 3.045 -0.941 -4.791
C 2.982 -1.306 -6.267
C 1.361 -1.043 -1.895
C 0.396 -0.215 -2.833
C -0.632 -0.909 -3.811
C -1.415 0.149 -4.650
C -1.238 1.676 -4.570
N -0.318 2.248 -3.651
C 0.427 1.325 -2.879
C 2.202 -1.626 2.128
O 3.227 -1.624 2.846
H -3.484 -4.739 5.232
H -3.880 -3.504 6.689
H -5.182 -3.124 3.886
H -3.564 -0.817 5.281
H -4.354 -0.782 3.532
H -1.350 -2.716 5.521
H 1.134 -2.854 4.625
H -2.604 -0.154 1.705
H 4.053 -3.272 0.670
H 4.807 -3.679 -3.278
H 4.183 -4.880 -2.002
H 7.117 -5.081 -1.050
H 5.381 -5.320 -0.278
H 6.396 -2.909 1.042
H 6.445 -4.680 1.737
H 7.913 -3.973 0.900
H 3.188 -3.032 -4.407
H 1.459 -2.428 -4.424
H 2.385 -0.153 -4.711
H 2.673 -2.410 -6.427
H 4.011 -1.167 -6.764
H 2.157 -0.678 -6.746
H -0.763 -2.033 -3.898
H -2.170 -0.249 -5.420
H -1.850 2.373 -5.252
H 1.189 1.805 -2.157
Mg -3.279 1.474 2.753
O -0.363 4.074 1.606
H 0.057 3.553 0.919
O 9.727 -3.185 1.519
H 9.495 -2.388 2.013
H 10.261 -2.857 0.784
C -8.014 -5.110 5.389
C -7.356 -3.737 5.338
O -7.006 -3.259 6.448
O -7.237 -3.243 4.187
H -8.084 -5.479 6.414
H -9.022 -5.053 4.972
H -7.429 -5.823 4.803
C -2.489 4.761 -9.090
C -2.843 5.878 -8.106
C -4.067 5.419 -7.309
S -3.999 3.631 -7.274
O -5.124 3.112 -8.013
O -3.690 3.191 -5.929
C -2.532 3.470 -8.284
H -1.509 4.916 -9.544
H -3.233 4.727 -9.893
H -2.001 6.043 -7.425
H -3.039 6.822 -8.619
H -4.050 5.802 -6.288
H -4.997 5.711 -7.801
H -2.605 2.576 -8.907
H -1.672 3.395 -7.615
Al -4.049 -1.800 7.557
C -1.582 2.531 7.487
Cl -0.422 3.545 6.608
Cl -1.863 1.027 6.575
Cl -0.926 2.136 9.093
Cl -3.116 3.406 7.674
O -0.641 2.575 -9.824
H -0.351 1.675 -9.663
Br 1.684 1.907 9.721
Br 4.577 6.805 8.156
C 2.664 7.103 7.929
C 1.946 5.817 7.603
Br 2.219 5.306 5.741
H 2.550 7.868 7.161
H 2.324 7.502 8.886
H 0.867 5.943 7.707
H 2.269 4.975 8.216
*
```

Its HOMO energy is -9.55 eV. The calculation puts the total energy at -12662.77834 Eh. As for the HOMO-LUMO gap: 0.751 eV.



C38H45BN3O7PRhS3Te as an isolated structure. Source: the Open Molecules 2025 dataset; level of theory: ωB97M-V with the def2-TZVPD basis set.

ORCA input file:
```
! wB97M-V def2-TZVPD RIJCOSX def2/J DEFGRID3
* xyz -1 5
Rh 0.138 -0.711 -2.169
C -0.286 -3.193 -5.822
C 1.046 -3.268 -6.276
C 2.030 -2.601 -5.603
C 1.718 -1.836 -4.449
N 0.406 -1.754 -4.046
C -0.541 -2.426 -4.710
C 2.664 -1.116 -3.693
C 4.068 -1.206 -3.884
C 4.916 -0.402 -3.185
C 4.383 0.553 -2.286
C 3.026 0.566 -2.096
N 2.171 -0.259 -2.719
H -1.093 -3.704 -6.326
H 1.287 -3.847 -7.159
H 3.052 -2.634 -5.954
H -1.550 -2.333 -4.335
H 4.458 -1.937 -4.579
H 5.988 -0.489 -3.312
H 5.013 1.245 -1.745
H 2.595 1.284 -1.418
Te -0.466 -3.094 -1.327
C -0.325 -3.640 0.728
C -1.214 -4.610 1.193
C -1.084 -5.125 2.475
C -0.068 -4.674 3.308
C 0.806 -3.694 2.858
C 0.682 -3.177 1.574
H -2.005 -4.965 0.541
H -1.776 -5.883 2.823
H 0.043 -5.088 4.303
H 1.597 -3.337 3.508
H 1.369 -2.418 1.226
N -1.020 -0.308 0.669
C -1.082 0.461 1.903
C -0.446 -0.007 3.039
C -0.323 0.837 4.137
C -0.817 2.130 4.079
C -1.507 2.568 2.953
C -1.639 1.732 1.861
S -0.495 3.302 5.408
O -1.814 3.764 5.800
O 0.211 2.521 6.413
O 0.324 4.312 4.749
H -1.791 -0.068 0.038
H -1.000 -1.311 0.847
H -0.015 -1.003 3.051
H 0.185 0.519 5.040
H -1.905 3.575 2.943
H -2.133 2.068 0.954
C -4.173 -1.825 -0.564
C -4.559 -2.376 -1.925
C -6.055 -2.292 -2.181
O -3.825 -1.778 -3.014
P -3.515 -0.268 -3.409
S -3.366 -0.161 -5.340
S -1.943 0.477 -2.305
O -4.800 0.460 -2.774
C -5.117 1.873 -2.652
C -4.516 2.751 -3.736
C -4.737 2.356 -1.261
H -4.802 -2.275 0.206
H -4.309 -0.743 -0.539
H -3.134 -2.077 -0.356
H -4.249 -3.420 -1.981
H -6.422 -1.280 -2.011
H -6.570 -2.976 -1.504
H -6.276 -2.576 -3.210
H -6.204 1.888 -2.745
H -3.426 2.724 -3.695
H -4.846 3.779 -3.575
H -4.827 2.425 -4.726
H -3.653 2.359 -1.145
H -5.174 1.711 -0.497
H -5.109 3.372 -1.114
C 4.046 1.494 4.730
C 4.457 2.334 3.508
C 4.589 3.786 3.974
C 5.818 1.851 2.979
C 3.418 2.176 2.396
C 2.795 3.281 1.800
C 1.805 3.153 0.832
C 1.417 1.874 0.498
O 0.397 1.468 -0.312
B 0.352 0.041 -0.188
O 1.465 -0.378 0.606
C 2.052 0.765 1.054
C 3.067 0.892 1.973
H 4.851 1.512 5.471
H 3.854 0.453 4.468
H 3.149 1.911 5.192
H 5.239 3.820 4.851
H 3.617 4.194 4.258
H 5.035 4.419 3.201
H 6.597 2.028 3.726
H 6.085 2.391 2.067
H 5.798 0.783 2.747
H 3.054 4.279 2.126
H 1.318 4.017 0.399
H 3.547 0.006 2.370
*
```

Its HOMO energy (alpha / beta) is -3.42 / -5.89 eV. The energy above the lowest of the compared OMol25 structures with the same formula, charge and spin comes out at 0.659 eV. The expectation value of S² is 6.045. The calculation puts the total energy at -4105.56178 Eh. As for the HOMO-LUMO gap (alpha / beta): 5.304 / 5.276 eV.